No. 1
The following is a DFT calculation (ωB97M-V/def2-TZVPD) of a 5-piece molecular cluster, C7H23NO4 overall at a distorted geometry.

Last column: Mulliken charge in e.
Atoms and positions in Å:
C 0.75 2.66 0.43  -0.805
C 0.48 2.30 -1.03  -0.304
C 1.72 1.93 -1.75  -0.636
C 2.52 0.56 -1.32  -1.294
N 0.78 -2.81 -1.79  -0.213
C 1.24 -1.56 -2.13  -1.161
C 1.68 -0.71 -1.18  2.282
C 1.28 -1.09 0.17  -3.029
H 1.25 1.84 0.83  0.143
H -0.29 2.55 0.95  0.190
H 1.28 3.74 0.54  0.288
H -0.33 1.55 -0.90  -0.139
H -0.11 3.07 -1.60  0.446
H 2.38 2.80 -1.57  0.357
H 1.66 1.88 -2.85  0.367
H 3.27 0.36 -2.14  0.402
H 3.08 0.80 -0.43  0.433
H -0.09 -3.14 -2.34  0.599
H 0.60 -3.11 -0.80  0.638
H 1.52 -1.36 -3.23  -0.003
H 1.29 -2.10 0.56  0.385
H 0.25 -0.74 0.33  -0.429
H 1.77 -0.52 0.91  0.511
H -2.17 1.74 3.41  0.332
H -2.84 0.88 2.24  0.353
O -2.17 1.57 2.49  -0.826
H -3.25 -1.42 1.36  0.246
H -2.65 -1.02 2.64  0.460
O -3.44 -0.91 2.12  -0.808
H -2.02 -0.40 -1.47  0.063
H -0.99 -1.52 -0.92  0.105
O -1.84 -1.00 -0.69  -0.152
H -0.85 -0.87 1.77  0.300
H -0.68 0.00 3.16  0.303
O -0.74 -0.90 2.69  -0.402

Summary:
- Maximum force: 4.50 eV/Å
- 2S+1: 2
- Expectation value of S²: 0.75
- Charge: -1
- Lowest unoccupied orbital energy (alpha / beta): 0.117 / 0.112 Eh
- Orbital gap (alpha / beta): 0.09430 / 0.28704 Ha


No. 2
The following is a DFT calculation (ωB97M-V/def2-TZVPD) of a 6-piece molecular cluster, C7H23NO5 overall.

Last column: Mulliken charge in e.
Atoms and positions in Å:
C 1.40 0.28 -2.47  -0.854
C 0.53 1.17 -2.03  -0.350
C 0.35 1.50 -0.59  0.025
N 0.84 2.77 -0.22  -0.415
C -0.12 0.62 0.29  0.334
C -0.37 0.91 1.74  -0.846
C -1.42 -0.03 2.36  -0.642
C -0.86 -1.44 2.59  -0.915
H 1.55 0.06 -3.52  0.311
H 2.04 -0.31 -1.82  0.150
H -0.09 1.76 -2.69  0.379
H 0.90 3.43 -0.97  0.259
H 0.33 3.19 0.56  0.226
H -0.35 -0.38 -0.05  0.299
H -0.70 1.95 1.88  0.446
H 0.55 0.78 2.34  0.221
H -1.77 0.39 3.30  0.429
H -2.29 -0.07 1.71  0.273
H -1.65 -2.07 3.02  0.381
H -0.07 -1.43 3.34  0.284
H -0.53 -1.86 1.65  0.116
O 3.18 0.70 0.44  -0.669
H 3.66 0.97 1.23  0.282
H 2.56 1.41 0.23  0.356
O -0.12 -2.80 -0.88  -0.669
H 0.25 -3.21 -1.68  0.291
H 0.66 -2.41 -0.40  0.366
O -3.08 1.08 -0.53  -0.727
H -2.22 1.46 -0.32  0.328
H -2.86 0.18 -0.86  0.454
O 2.07 -1.83 0.49  -0.694
H 2.43 -0.92 0.42  0.322
H 1.91 -1.95 1.43  0.283
O -2.37 -1.44 -1.49  -0.696
H -1.53 -1.88 -1.23  0.351
H -3.07 -2.06 -1.27  0.312

Summary:
- Maximum force: 0.88 eV/Å
- SMILES: C=C/C(N)=C/CCC.O.O.O.O.O
- Lowest unoccupied orbital energy: 0.015 Eh
- Orbital gap: 0.32835 Ha


No. 3
The following is a DFT calculation (ωB97M-V/def2-TZVPD) of C7H24AlN7O5 as an isolated structure at a distorted geometry.

Last column: Mulliken charge in e.
Atoms and positions in Å:
Al 13.22 -18.37 11.60  1.457
O 14.16 -18.07 9.13  -0.591
H 14.33 -17.15 8.83  0.328
C 9.40 -18.12 12.62  0.547
O 10.59 -18.11 12.23  -0.542
N 8.86 -19.06 13.42  -0.374
N 8.54 -17.15 12.22  -0.386
H 9.42 -19.82 13.77  0.270
H 8.13 -18.82 14.08  0.248
H 8.84 -16.51 11.52  0.231
H 7.62 -17.16 12.63  0.181
C 17.13 -18.68 10.61  0.492
O 16.11 -18.51 11.32  -0.540
N 17.05 -18.71 9.25  -0.337
N 18.39 -18.81 11.08  -0.370
H 17.80 -19.04 8.67  0.175
H 16.15 -18.58 8.83  0.162
H 18.38 -18.92 12.08  0.197
H 19.26 -18.95 10.60  0.200
C 15.35 -21.27 12.98  0.578
O 14.41 -20.45 12.99  -0.430
N 15.17 -22.59 12.70  -0.484
N 16.64 -20.94 13.28  -0.278
H 15.91 -23.26 12.75  0.173
H 14.20 -22.86 12.72  0.247
H 16.83 -19.99 13.52  0.198
H 17.29 -21.66 13.54  0.218
C 16.03 -16.93 15.37  -1.550
C 15.07 -17.80 14.55  0.938
C 13.71 -17.78 15.18  -1.087
O 12.94 -18.61 14.38  -0.055
C 12.10 -19.53 15.10  -0.734
N 14.94 -17.28 13.17  -0.142
H 16.97 -16.93 14.82  0.420
H 16.23 -17.33 16.37  0.407
H 15.66 -15.91 15.50  0.411
H 15.49 -18.80 14.47  -0.415
H 13.33 -16.75 15.18  0.307
H 13.78 -18.09 16.22  0.536
H 11.32 -19.87 14.42  -0.126
H 11.51 -19.02 15.86  0.432
H 12.69 -20.36 15.46  0.368
H 14.84 -16.27 13.21  0.361
H 15.75 -17.49 12.60  0.360

Summary:
- Maximum force: 2.89 eV/Å
- Charge: +2
- Lowest unoccupied orbital energy: -0.384 Eh
- Orbital gap: 0.19319 Ha


No. 4
The following is a DFT calculation (ωB97M-V/def2-TZVPD) of a 5-piece molecular cluster, C7H25NO4 overall at a distorted geometry.

Last column: Mulliken charge in e.
Atoms and positions in Å:
C -1.05 -2.01 -2.34  -1.318
C -0.32 -0.82 -1.74  1.663
C -0.96 0.29 -2.57  -1.489
C -0.56 -0.87 -0.25  -1.148
N -0.13 0.24 0.54  0.170
C 1.20 0.23 1.24  0.846
C 1.13 -0.53 2.51  -1.635
C 2.17 -0.43 0.38  -1.958
H -0.51 -2.87 -1.82  -0.010
H -2.04 -2.14 -2.08  0.379
H -0.66 -2.08 -3.37  0.468
H 0.77 -0.77 -1.78  0.030
H -0.19 0.96 -2.82  0.276
H -1.43 0.05 -3.56  0.327
H -1.61 0.96 -2.04  0.363
H 0.00 -1.91 -0.01  -0.163
H -1.68 -0.91 0.10  0.236
H -0.42 1.17 0.15  0.186
H 1.52 1.26 1.46  0.472
H 0.02 -0.56 2.76  0.295
H 1.60 -0.08 3.40  0.344
H 1.57 -1.48 2.37  0.425
H 2.26 -0.06 -0.67  0.193
H 3.02 -0.22 0.91  0.646
H 1.84 -1.48 0.26  0.443
O 0.85 2.77 -1.45  -0.618
H -0.01 2.97 -1.91  0.323
H 0.83 3.40 -0.69  0.292
O -2.91 3.10 0.76  -0.563
H -3.61 3.72 0.88  0.274
H -3.10 2.37 1.22  0.288
O 0.11 2.16 3.76  -0.612
H -0.18 1.40 4.09  0.289
H -0.03 2.05 2.85  0.327
O 0.89 -4.76 -1.11  -0.677
H 0.48 -4.12 -0.51  0.307
H 1.30 -4.55 -1.96  0.332

Summary:
- Maximum force: 6.17 eV/Å
- SMILES: CC(C)CNC(C)C.O.O.O.O
- Lowest unoccupied orbital energy: 0.016 Eh
- Orbital gap: 0.31696 Ha


No. 5
The following is a DFT calculation (ωB97M-V/def2-TZVPD) of C7H28AlN14O7 as an isolated structure at a distorted geometry.

Last column: Mulliken charge in e.
Atoms and positions in Å:
Al 0.66 0.46 0.11  0.996
C -3.32 3.22 -5.38  0.768
O -2.51 2.58 -4.65  -0.580
N -4.06 4.24 -5.05  -0.371
N -3.60 2.94 -6.57  -0.325
H -3.94 4.82 -4.23  0.213
H -4.77 4.57 -5.69  0.163
H -4.13 3.62 -7.09  0.181
H -3.42 2.03 -6.97  0.225
C -2.98 -5.04 -2.66  0.696
O -2.53 -4.08 -2.04  -0.571
N -3.52 -4.94 -3.83  -0.358
N -3.09 -6.29 -2.27  -0.348
H -3.79 -4.01 -4.14  0.220
H -3.57 -5.66 -4.53  0.225
H -2.68 -6.80 -1.50  0.216
H -3.52 -6.95 -2.91  0.184
C -6.43 -0.24 0.18  0.741
O -5.29 0.07 0.37  -0.556
N -6.77 -1.50 0.47  -0.377
N -7.41 0.54 -0.15  -0.373
H -5.96 -2.08 0.67  0.235
H -7.73 -1.78 0.52  0.204
H -8.33 0.13 -0.15  0.201
H -7.15 1.52 -0.20  0.239
C 4.03 6.26 1.38  0.670
O 3.76 5.11 1.62  -0.555
N 4.76 6.62 0.35  -0.369
N 3.74 7.34 2.07  -0.331
H 4.80 7.54 -0.06  0.216
H 5.09 6.01 -0.39  0.229
H 3.86 8.23 1.63  0.208
H 3.22 7.23 2.93  0.230
C 7.70 0.76 -0.84  0.678
O 6.56 0.49 -0.96  -0.525
N 8.30 0.45 0.25  -0.388
N 8.36 1.49 -1.69  -0.378
H 7.81 -0.19 0.86  0.232
H 9.31 0.56 0.29  0.205
H 8.12 1.29 -2.66  0.236
H 9.24 1.97 -1.54  0.224
C -1.77 1.58 6.62  0.677
O -1.53 1.76 5.45  -0.557
N -2.67 2.17 7.27  -0.390
N -1.21 0.65 7.35  -0.384
H -2.66 2.30 8.27  0.247
H -3.13 2.84 6.66  0.240
H -1.71 0.33 8.17  0.226
H -0.46 0.08 6.97  0.223
C 3.07 -6.21 1.00  0.732
O 3.11 -5.01 0.77  -0.565
N 2.80 -7.15 0.10  -0.377
N 3.64 -6.83 1.97  -0.408
H 2.66 -7.04 -0.89  0.217
H 2.91 -8.10 0.43  0.197
H 4.07 -6.14 2.57  0.256
H 4.07 -7.72 1.75  0.231

Summary:
- Maximum force: 7.35 eV/Å
- Charge: +3
- Lowest unoccupied orbital energy: -0.505 Eh
- Orbital gap: 0.04792 Ha


No. 6
The following is a DFT calculation (ωB97M-V/def2-TZVPD) of C7H28F2N14O7Y as an isolated structure at a distorted geometry.

Last column: Mulliken charge in e.
Atoms and positions in Å:
Y 28.88 -20.13 10.54  2.354
F 28.12 -18.67 12.40  -0.771
F 29.89 -20.07 8.49  -0.449
C 30.37 -16.74 10.34  0.506
O 29.75 -17.75 10.21  -0.245
N 30.73 -15.97 9.33  -0.457
N 30.87 -16.40 11.50  -0.406
H 30.74 -16.33 8.39  0.275
H 31.49 -15.31 9.44  0.202
H 30.57 -16.87 12.34  0.268
H 31.36 -15.53 11.63  0.179
C 26.48 -18.18 8.76  0.542
O 27.41 -18.89 9.20  -0.416
N 25.89 -17.27 9.53  -0.409
N 25.82 -18.53 7.68  -0.424
H 26.00 -17.24 10.53  0.238
H 25.14 -16.80 9.05  0.161
H 26.26 -19.21 7.07  0.246
H 25.08 -17.94 7.34  0.187
C 32.21 -20.02 11.79  0.566
O 31.27 -19.86 11.03  -0.567
N 32.83 -21.11 12.00  -0.352
N 32.86 -19.10 12.38  -0.389
H 33.55 -21.15 12.71  0.172
H 32.53 -21.96 11.53  0.195
H 32.51 -18.17 12.19  0.178
H 33.80 -19.23 12.73  0.195
C 27.05 -22.50 7.92  0.537
O 27.52 -21.64 8.53  -0.266
N 27.80 -23.40 7.26  -0.483
N 25.78 -22.73 7.79  -0.391
H 27.27 -24.23 7.06  0.185
H 28.79 -23.39 7.49  0.224
H 25.49 -23.62 7.43  0.138
H 25.07 -22.06 8.06  0.261
C 25.79 -21.06 12.05  0.220
O 26.78 -20.96 11.34  -0.176
N 25.71 -20.42 13.20  -0.357
N 24.67 -21.58 11.69  -0.424
H 24.97 -20.24 13.87  0.231
H 26.46 -19.74 13.18  0.094
H 24.10 -21.99 12.42  0.235
H 24.72 -22.09 10.82  0.225
C 28.86 -21.61 13.69  0.346
O 29.27 -21.28 12.58  -0.222
N 28.62 -22.86 13.93  -0.424
N 28.58 -20.76 14.63  -0.298
H 28.38 -23.05 14.89  0.145
H 28.46 -23.47 13.14  0.227
H 28.44 -21.26 15.50  0.111
H 28.55 -19.75 14.71  0.241
C 30.21 -23.34 9.73  0.210
O 29.49 -22.59 10.38  -0.237
N 30.76 -23.00 8.57  -0.444
N 30.46 -24.56 10.01  -0.342
H 30.93 -23.74 7.90  0.262
H 30.61 -22.02 8.35  0.197
H 31.03 -25.15 9.42  0.155
H 30.21 -25.04 10.86  0.238

Summary:
- Maximum force: 7.20 eV/Å
- 2S+1: 2
- Expectation value of S²: 0.76
- Charge: +2
- Lowest unoccupied orbital energy (alpha / beta): -0.149 / -0.382 Eh
- Orbital gap (alpha / beta): 0.38932 / 0.14758 Ha